[1]
12
Properties=species:S:1:pos:R:3:forces:R:3:mulliken_charge:R:1 method="wB97M-V/def2-TZVPD" energy_ha=-210.698792 orbital_gap_ev=10.773 de_lowest_kcal_mol=34.1 e_lumo_ha=-0.1871 total_charge=+1
C 0.810 1.089 -1.593 0.663 -1.296 0.855 -0.070
O -0.442 -0.358 1.268 0.165 -1.018 0.748 -0.567
C -0.285 -1.695 0.756 -0.221 0.072 -1.771 -0.613
H -1.086 -2.346 1.073 -0.256 -0.032 0.011 0.279
H -0.723 1.980 -0.759 0.006 -0.450 0.439 0.268
N -0.036 1.229 -0.635 0.449 0.676 -2.593 -0.139
H 1.570 0.279 -1.431 -0.762 0.785 -0.427 0.259
H -0.122 0.486 0.135 0.013 0.984 0.630 0.400
H -0.262 -0.384 2.227 -0.104 0.335 -0.585 0.339
H 0.855 1.644 -2.547 -0.268 0.126 0.884 0.296
H 0.659 -2.126 0.999 0.765 -0.207 0.619 0.317
H -0.257 -1.635 -0.374 -0.449 0.024 1.190 0.231



[2]
13
Properties=species:S:1:pos:R:3:forces:R:3:lowdin_spin:R:1 method="wB97M-V/def2-TZVPD" energy_ha=-286.115293 orbital_gap_ev="10.377 / 7.274" s2=0.75 de_lowest_kcal_mol=20.5 e_lumo_ha="0.0235 / -0.0891" spin_multiplicity=2
O 1.091 0.809 0.463 0.861 0.301 0.322 0.784
H 2.101 0.966 -1.118 0.362 -0.009 -0.244 0.066
H -2.531 -1.018 0.663 0.237 0.063 0.939 0.000
H -0.347 0.785 1.087 -0.963 -0.298 0.074 -0.002
H 3.136 0.467 0.259 -0.075 0.252 0.200 0.004
H 2.057 -0.677 -0.560 -0.313 -0.595 -0.190 0.019
H -0.449 -1.489 -0.387 -0.809 -0.332 0.319 0.000
O -1.217 0.460 1.387 0.096 -0.403 0.657 0.018
H -0.416 -0.150 -1.094 -0.785 0.466 -0.238 -0.001
N -1.121 -0.796 -0.733 1.796 -0.019 -0.050 -0.001
H -2.581 0.505 -0.112 0.160 0.084 -0.145 0.001
C -1.879 -0.202 0.351 -0.993 0.133 -1.259 0.000
C 2.157 0.339 -0.208 0.427 0.357 -0.386 0.112



[3]
13
Properties=species:S:1:pos:R:3:forces:R:3:mulliken_charge:R:1 method="wB97M-V/def2-TZVPD" energy_ha=-285.978554 orbital_gap_ev=10.965 de_lowest_kcal_mol=25.0 e_lumo_ha=-0.1670 total_charge=+1
H -0.193 -2.396 -0.713 -0.028 0.121 0.098 0.254
C -0.903 0.586 0.588 0.004 0.617 0.283 -0.241
O -1.421 0.960 -0.653 -0.023 -0.099 -0.149 -0.542
H 3.088 -0.097 -0.165 -0.012 0.110 0.007 0.299
C -0.433 -0.805 0.518 0.127 0.106 -0.106 0.049
O 2.268 0.410 -0.159 -0.181 -0.216 0.065 -0.585
H -0.006 -1.257 1.406 0.024 -0.147 -0.102 0.397
H -1.797 1.848 -0.621 0.052 -0.120 0.009 0.327
H -1.638 0.668 1.403 0.075 -0.130 -0.031 0.350
H -0.914 -0.934 -1.378 0.084 -0.212 0.118 0.263
N -0.519 -1.445 -0.582 -0.104 0.151 -0.146 -0.185
H -0.031 1.197 0.887 -0.109 -0.233 0.001 0.305
H 2.497 1.266 -0.532 0.091 0.052 -0.046 0.309



[4]
13
Properties=species:S:1:pos:R:3:forces:R:3:mulliken_charge:R:1 method="wB97M-V/def2-TZVPD" energy_ha=-285.944312 orbital_gap_ev=12.054 de_lowest_kcal_mol=46.5 e_lumo_ha=-0.1289 total_charge=+1
H -0.774 2.861 1.069 -0.192 0.346 -0.619 0.344
H -0.177 0.304 -0.335 -0.599 -2.276 1.468 0.233
H -0.768 1.337 -1.065 -1.300 1.515 -0.738 0.401
O 0.774 -0.966 -0.542 1.065 -2.932 0.912 -0.650
H -0.477 1.366 1.826 1.638 0.469 -0.231 0.330
N -0.893 1.023 -0.118 1.378 2.185 -0.013 -0.178
H -1.856 0.874 0.178 0.216 -0.822 -0.662 0.334
O 1.442 -3.160 -0.480 1.025 -0.857 -0.489 -0.378
H -0.388 -2.482 -0.336 -2.090 -1.130 1.540 0.328
C -0.225 1.945 0.910 -0.940 -0.871 -0.190 -0.728
H 1.941 -3.064 -1.319 0.405 0.258 0.815 0.370
C 0.612 -2.196 -0.300 -0.110 4.561 -2.924 0.275
H 0.790 2.157 0.512 -0.495 -0.448 1.133 0.318



[5]
15
Properties=species:S:1:pos:R:3:forces:R:3:mulliken_charge:R:1 method="wB97M-V/def2-TZVPD" energy_ha=-1025.778336 orbital_gap_ev=9.513 de_lowest_kcal_mol=69.6 e_lumo_ha=0.0092
C 0.272 -1.930 -1.143 0.530 -0.373 0.263 -0.546
H -2.573 1.160 -0.843 -0.073 0.039 -0.010 0.288
H 0.231 -2.645 -1.970 0.117 -0.076 0.014 0.269
O -0.282 1.409 0.367 -0.477 -0.396 -0.300 -0.292
N -2.647 0.739 0.077 0.253 -0.358 0.067 -0.549
P -1.194 0.130 0.566 0.644 -1.941 -2.169 0.806
H 1.010 0.905 1.913 0.007 0.136 -0.144 0.337
S -0.977 -0.879 2.193 -0.301 0.304 -0.967 -0.347
H 1.236 -1.401 -1.187 0.052 -0.116 -0.013 0.212
H -3.386 0.047 0.098 0.012 0.022 0.004 0.292
H 1.121 2.565 1.260 -0.035 -0.122 -0.048 0.231
C 0.982 1.514 1.005 0.676 0.134 0.324 -0.651
O -0.800 -1.080 -1.288 -1.405 2.772 3.070 -0.555
H 1.772 1.195 0.324 -0.075 0.002 -0.015 0.257
H 0.234 -2.501 -0.202 0.076 -0.027 -0.077 0.249



[6]
13
Properties=species:S:1:pos:R:3:forces:R:3:mulliken_charge:R:1 method="wB97M-V/def2-TZVPD" energy_ha=-609.209995 orbital_gap_ev=6.743 de_lowest_kcal_mol=8.8 e_lumo_ha=0.1467 total_charge=-1
C 0.446 0.664 0.675 -1.070 -0.700 0.086 -0.607
H 0.159 0.633 1.761 0.348 -0.221 -0.815 0.238
H 1.415 -0.258 -1.458 0.003 -0.256 -0.275 0.254
H 1.844 -1.119 0.678 -0.437 0.662 0.564 0.227
H 0.473 1.759 0.434 0.344 -0.841 -0.086 0.222
O -4.515 -0.945 -0.117 -0.898 -0.324 -0.215 -0.649
H -3.646 -0.664 0.132 1.332 0.694 0.758 0.322
C 1.813 -0.043 0.420 -0.906 0.622 0.907 -0.529
N 2.248 -0.005 -0.925 0.093 0.191 -2.260 -0.660
H 2.428 0.949 -1.237 0.003 -0.037 0.283 0.239
H 2.541 0.535 0.954 0.753 -0.030 1.002 0.366
S -0.914 -0.166 -0.361 0.664 0.534 0.575 -0.724
H -4.291 -1.341 -0.956 -0.229 -0.294 -0.524 0.301



[7]
12
Properties=species:S:1:pos:R:3:forces:R:3:mulliken_charge:R:1 method="wB97M-V/def2-TZVPD" energy_ha=-533.953490 orbital_gap_ev=6.547 de_lowest_kcal_mol=11.0 e_lumo_ha=0.1600 total_charge=-1
H 2.005 0.521 1.569 0.206 0.253 -0.436 0.213
H -0.098 -1.507 -1.297 0.078 0.025 -0.063 0.235
H -0.364 -1.330 0.476 0.220 -0.379 -0.203 0.197
C -0.834 -1.339 -0.511 -0.495 0.738 0.793 -0.827
H 1.891 1.604 0.292 -0.443 -0.211 0.223 0.205
H 3.369 1.326 0.909 0.251 -0.529 0.156 0.175
H -2.594 -0.164 -0.887 -0.034 0.143 0.156 0.230
C -1.557 0.046 -0.592 0.064 -0.472 -0.896 -0.558
N 2.391 1.354 1.133 -0.070 0.545 0.111 -0.596
S -1.488 1.059 0.910 0.098 -0.080 -0.080 -0.690
H -1.582 -2.133 -0.534 0.112 -0.234 -0.005 0.244
H -1.138 0.564 -1.468 0.014 0.202 0.242 0.172



[8]
12
Properties=species:S:1:pos:R:3:forces:R:3:mulliken_charge:R:1 method="wB97M-V/def2-TZVPD" energy_ha=-533.946614 orbital_gap_ev=6.609 de_lowest_kcal_mol=15.4 e_lumo_ha=0.1602 total_charge=-1
C 0.063 0.744 0.506 -0.706 0.042 0.069 -0.361
S -0.239 -0.451 1.874 0.366 0.219 -0.286 -0.696
H 0.400 -1.794 -0.664 0.544 0.009 1.413 0.255
C -1.012 1.874 0.462 0.375 -1.016 0.521 -0.960
N 1.096 -2.340 -1.132 -1.367 0.128 -2.856 -0.582
H -0.641 2.800 0.905 0.038 0.238 -0.535 0.238
H 1.880 -2.796 -0.763 0.492 -0.200 1.366 0.171
H -1.825 1.566 1.120 -0.171 -0.080 -0.214 0.252
H 1.058 1.200 0.510 0.075 -0.132 0.235 0.221
H 0.602 -2.934 -1.790 0.366 -0.014 0.154 0.159
H -0.014 0.225 -0.457 0.129 -0.014 0.089 0.047
H -1.367 1.907 -0.570 -0.142 0.820 0.045 0.256



[9]
13
Properties=species:S:1:pos:R:3:forces:R:3:mulliken_charge:R:1 method="wB97M-V/def2-TZVPD" energy_ha=-931.825581 orbital_gap_ev=7.202 de_lowest_kcal_mol=29.3 e_lumo_ha=-0.2048 total_charge=+1
S -0.002 0.124 0.953 -0.252 -0.681 0.826 -0.106
H -1.662 -1.624 1.818 0.670 -0.128 -0.227 0.342
H 0.228 -0.829 -1.841 -0.251 0.049 0.252 0.301
S 0.976 0.350 2.747 0.046 0.437 -0.142 -0.203
C 0.774 1.057 -2.002 -0.463 2.557 -1.044 -0.099
C -1.575 -0.590 1.498 -1.338 1.119 -0.235 -0.814
H 1.703 -0.767 2.754 0.055 -0.300 -0.095 0.174
H -2.279 -0.383 0.681 0.207 -0.451 -0.210 0.268
H 1.363 1.870 -2.427 1.083 -0.880 -0.110 0.291
N 0.894 -0.172 -2.232 -0.200 -1.017 0.536 -0.136
H 1.666 -0.655 -2.677 0.344 0.593 -0.326 0.274
H -0.060 1.581 -1.543 -0.423 -1.233 0.570 0.345
H -2.027 0.038 2.271 0.522 -0.064 0.202 0.362



[10]
11
Properties=species:S:1:pos:R:3:forces:R:3:mulliken_charge:R:1 method="wB97M-V/def2-TZVPD" energy_ha=-156.167157 orbital_gap_ev=11.493 de_lowest_kcal_mol=36.4 e_lumo_ha=0.0337
C -2.462 -0.405 -2.968 -0.899 -3.083 -0.814 -0.469
H -1.304 -1.406 -1.865 0.707 -0.481 4.152 0.286
H 2.931 1.712 2.719 -0.899 -0.425 1.494 0.214
H -3.323 -0.918 -2.342 1.275 2.256 -0.723 0.261
C 2.626 0.863 3.414 1.505 -1.349 -1.146 -0.806
O -1.370 -1.358 -2.758 -0.612 1.377 -3.846 -0.475
H 2.010 0.176 2.723 0.663 0.949 1.437 0.197
H 3.668 0.325 3.520 -2.121 0.783 0.251 0.197
H 2.141 1.050 4.444 0.852 0.042 -2.035 0.199
H -2.792 -0.711 -4.015 0.414 1.256 1.069 0.182
H -2.125 0.672 -2.870 -0.884 -1.325 0.163 0.215



[11]
11
Properties=species:S:1:pos:R:3:forces:R:3:mulliken_charge:R:1 method="wB97M-V/def2-TZVPD" energy_ha=-156.219989 orbital_gap_ev=12.460 de_lowest_kcal_mol=3.2 e_lumo_ha=0.0321
C -0.273 -0.414 -1.702 -1.502 1.095 -0.060 -0.756
H -0.516 0.142 -0.781 -0.052 -0.050 -0.430 0.245
H -0.194 -2.425 -0.914 0.242 0.358 -0.159 0.263
H -1.215 -0.730 -2.181 0.128 0.650 0.044 0.243
C 0.443 -1.662 -1.392 1.462 -1.150 0.013 -0.767
H 0.173 2.178 4.512 -0.161 0.971 -0.414 0.325
O 0.060 3.081 4.139 -0.834 -0.917 0.030 -0.649
H 0.262 0.262 -2.390 -0.129 -0.328 0.328 0.268
H -0.862 3.096 3.797 0.995 -0.054 0.383 0.325
H 0.811 -2.062 -2.352 0.054 -0.275 0.522 0.247
H 1.309 -1.466 -0.737 -0.202 -0.300 -0.257 0.256



[12]
12
Properties=species:S:1:pos:R:3:forces:R:3:mulliken_charge:R:1 method="wB97M-V/def2-TZVPD" energy_ha=-231.459733 orbital_gap_ev=11.401 de_lowest_kcal_mol=1.6 e_lumo_ha=0.0300
H -1.544 1.720 -0.429 -0.373 -0.580 -0.076 0.394
H -1.707 0.028 1.097 0.086 -0.053 0.087 0.275
H 0.090 1.641 -2.089 0.174 -0.115 -0.141 0.338
C 0.108 0.758 -1.448 -0.678 0.526 0.095 -1.047
O -0.927 -0.098 0.550 -0.645 0.186 -0.746 -0.555
C -0.670 1.104 -0.201 0.640 0.207 1.022 -0.266
H 1.139 0.497 -1.239 0.071 -0.251 0.008 0.341
O 1.429 -1.521 1.052 0.065 -0.310 -0.330 -0.638
H -0.442 -0.041 -1.938 0.261 -0.176 -0.266 0.267
H 1.368 -2.464 0.843 0.028 0.356 0.057 0.304
H 0.728 -1.098 0.528 0.014 -0.218 0.476 0.334
H -0.089 1.712 0.488 0.358 0.427 -0.186 0.252